Formula: C4H12N2
Source: OMol25
Level of theory: ωB97M-V with the def2-TZVPD basis set

Structure (XYZ):
```
18
Properties=species:S:1:pos:R:3:forces:R:3:nbo_charge:R:1
H -2.3650 -0.6880 2.1669 0.9649 -0.4443 -0.7653 0.252
H 0.1846 -0.8340 -1.9909 -0.0568 1.2236 2.5571 0.296
H -0.4061 0.1306 1.2496 -0.5016 -0.6037 -3.5012 0.212
H 1.6880 1.1172 -2.1683 -0.7496 -0.3523 2.0660 0.302
H -1.0830 -2.4569 0.0046 -0.5754 0.6604 0.5120 0.473
C -2.0573 -1.5916 1.5836 -2.7181 -2.0524 0.2807 0.141
N -1.3265 -1.5867 0.5257 0.0520 0.1222 0.6172 -0.425
H 0.1343 1.7281 -1.3169 1.7807 -1.2990 -0.1444 0.237
H 2.6231 1.3391 0.3387 1.1513 -1.1742 0.2273 0.453
H -1.4749 0.3528 -0.3586 0.2017 -0.4141 0.4622 0.261
C 0.4807 -0.4016 -0.8970 1.0408 -1.7313 -2.4695 -0.500
H -2.7058 -2.5238 1.9227 1.9597 1.5704 -0.9129 0.287
H 1.0511 1.6491 0.8853 1.4884 -0.1695 -1.7241 0.449
C 1.0584 1.0105 -1.1989 -1.8165 0.8324 -0.6450 -0.237
H 1.8783 2.6083 -0.1864 -0.0132 0.7715 -0.1074 0.457
H 1.3022 -1.1901 -0.6955 -1.1745 1.4381 0.5042 0.271
C -0.7070 -0.2973 0.1020 1.2482 0.8327 2.2745 -0.245
N 1.7250 1.6344 0.0333 -2.2821 0.7893 0.7688 -0.685
```
Forces are in eV/Å.

* HOMO energy: -0.7489 Eh
* multiplicity: 1
* charge: +2
* DFT total energy: -268.40951 Eh
* energy relative to the best compared isomer or geometry (same formula, charge and spin): 187.1 kJ/mol
* SMILES string: C=[NH+]CCC[NH3+]